No. 1
{"formula": "C10H20Cl10", "method": "ωB97M-V/def2-TZVPD", "symbols": ["Cl", "C", "C", "Cl", "H", "H", "H", "H", "Cl", "C", "C", "Cl", "H", "H", "H", "H", "Cl", "C", "C", "Cl", "H", "H", "H", "H", "Cl", "C", "C", "Cl", "H", "H", "H", "H", "Cl", "C", "C", "Cl", "H", "H", "H", "H"], "coordinates": [[-12.881798, 20.668388, 16.120458], [-11.191780, 20.597288, 15.547382], [-10.414605, 21.855467, 15.921048], [-11.087411, 23.253738, 15.016551], [-11.186883, 20.553796, 14.458849], [-10.749096, 19.685228, 15.936700], [-9.376202, 21.763452, 15.616703], [-10.520299, 22.104380, 16.972355], [-14.279876, 20.069984, 12.785074], [-13.961187, 21.809243, 12.552421], [-14.926038, 22.418080, 11.550353], [-14.884963, 21.562423, 9.984044], [-12.932927, 21.855865, 12.207517], [-13.994289, 22.302984, 13.521623], [-14.649761, 23.447524, 11.318098], [-15.946110, 22.481431, 11.921744], [-10.744320, 27.149339, 10.837194], [-10.069260, 25.852231, 11.913995], [-8.752184, 25.333103, 11.442221], [-7.477890, 26.564996, 11.456707], [-10.857872, 25.106565, 11.795981], [-10.164957, 26.184011, 12.944079], [-8.867516, 24.985206, 10.414440], [-8.406328, 24.467935, 12.004697], [-6.462603, 22.069903, 8.393054], [-5.563304, 20.901838, 7.440930], [-5.857264, 19.481651, 7.878090], [-7.425211, 18.850928, 7.296296], [-4.507473, 21.044833, 7.663191], [-5.860015, 21.061954, 6.409386], [-5.935432, 19.405622, 8.960192], [-5.062254, 18.804960, 7.568662], [-7.749205, 19.522623, 11.077866], [-9.300909, 19.955498, 10.277146], [-9.605771, 21.417132, 10.413439], [-9.967379, 21.865597, 12.111429], [-10.036389, 19.267875, 10.689710], [-9.175441, 19.628291, 9.247489], [-10.471113, 21.631210, 9.784546], [-8.788088, 22.064017, 10.118741]], "forces_ev_per_a": [[0.2, 0.0, 0.0], [0.2, 0.5, -0.3], [-0.6, -0.2, 0.0], [0.1, 0.1, 0.0], [-0.3, -0.3, 0.0], [0.1, 0.1, 0.2], [0.1, 0.0, 0.1], [0.2, -0.1, 0.0], [-0.1, 0.0, 0.2], [0.1, -0.1, -0.3], [0.2, 0.5, 0.1], [-0.1, 0.0, 0.1], [0.0, 0.2, -0.2], [-0.3, 0.0, 0.0], [0.3, -0.1, 0.1], [-0.1, -0.5, -0.1], [0.4, 0.0, 0.3], [-1.6, 0.0, -0.2], [0.1, -0.3, -0.5], [0.2, 0.1, 0.1], [0.4, -0.4, 0.1], [0.6, 0.3, 0.0], [0.1, 0.2, 0.0], [-0.1, 0.2, 0.3], [-0.4, 0.6, 0.4], [0.0, -0.9, 0.2], [-0.1, -0.2, 0.5], [0.1, 0.1, -0.2], [0.0, 0.3, -0.4], [0.5, 0.0, -0.1], [0.2, 0.2, 0.0], [-0.1, 0.0, -0.3], [0.0, 0.0, 0.1], [0.6, -0.8, 0.0], [-0.3, -0.1, -0.1], [-0.2, 0.0, -0.1], [-0.2, 0.4, 0.3], [0.0, 0.5, -0.2], [-0.1, 0.2, 0.2], [0.2, -0.2, -0.2]], "lowdin_charge": [0.536, -0.653, -0.621, 0.509, 0.026, 0.074, 0.070, 0.064, 0.519, -0.666, -0.651, 0.523, 0.022, 0.058, 0.068, 0.072, 0.508, -0.646, -0.698, 0.552, 0.046, 0.071, 0.066, 0.052, 0.582, -0.660, -0.656, 0.559, 0.076, 0.066, 0.013, 0.075, 0.539, -0.632, -0.624, 0.564, 0.072, 0.020, 0.086, 0.023], "charge": 0, "e_above_lowest_kcal_mol": 2.7, "orbital_gap_ev": 10.983, "smiles": "ClCCCl.ClCCCl.ClCCCl.ClCCCl.ClCCCl"}

=====

No. 2
{"formula": "C5H6HgO3", "method": "ωB97M-V/def2-TZVPD", "symbols": ["O", "C", "O", "O", "C", "C", "C", "C", "Hg", "H", "H", "H", "H", "H", "H"], "coordinates": [[-1.307382, 1.958209, -1.434450], [-0.474293, 1.259243, -0.875215], [-0.345118, -0.015396, -1.126266], [0.349389, 1.700308, 0.037788], [1.170625, 0.621688, 0.522294], [0.699251, -0.592043, -0.296445], [0.136360, -1.719320, 0.528543], [-1.055276, -1.527794, 1.236233], [-1.953323, 3.723542, -1.529551], [0.983187, 0.517200, 1.596901], [2.218750, 0.879087, 0.346594], [1.478129, -0.948761, -0.979784], [0.899754, -2.304775, 1.066167], [-0.920858, -2.538801, 0.181992], [-1.879196, -1.012385, 0.725197]], "forces_ev_per_a": [[1.4, -5.1, -0.2], [0.9, -1.1, 0.8], [-0.2, 0.3, -0.3], [-0.2, 0.5, -0.2], [0.4, -0.3, 0.6], [0.6, -0.4, -1.5], [-1.5, 1.2, 1.6], [-0.9, -2.3, -0.6], [-2.0, 5.6, -0.3], [0.0, 0.0, -0.3], [-0.3, 0.0, 0.0], [-0.2, 0.2, 0.0], [-0.3, -0.2, -0.7], [1.5, 0.7, 1.0], [0.6, 1.0, 0.0]], "lowdin_charge": [-0.223, -0.567, 0.136, 0.107, -0.012, -0.213, -0.199, 0.037, 1.076, 0.156, 0.152, 0.166, 0.128, 0.236, 0.021], "charge": 1, "e_above_lowest_kcal_mol": 40.5, "s_squared": 0.75, "multiplicity": 2, "orbital_gap_ev": [8.328, 5.322]}

=====

No. 3
{"formula": "C13H18BrClINO2Sb", "method": "ωB97M-V/def2-TZVPD", "symbols": ["C", "O", "C", "C", "C", "Sb", "Cl", "Br", "I", "C", "C", "C", "C", "C", "C", "C", "C", "O", "C", "N", "H", "H", "H", "H", "H", "H", "H", "H", "H", "H", "H", "H", "H", "H", "H", "H", "H", "H"], "coordinates": [[-1.950406, -1.810336, -4.630984], [-1.054482, -2.386460, -3.710822], [-0.922914, -1.595623, -2.543188], [0.358987, -1.960419, -1.838294], [0.609846, -1.110367, -0.604663], [1.377360, 0.898657, -0.826037], [-0.930727, 1.700762, -1.111876], [2.184009, 3.384011, -1.086169], [1.621140, 0.788348, -3.613630], [1.457724, 1.266859, 1.325987], [0.334373, 0.704316, 2.137244], [0.441123, -0.617246, 2.591726], [-0.560272, -1.223415, 3.335381], [-1.708854, -0.511176, 3.665228], [-1.811752, 0.810609, 3.254623], [-0.808575, 1.433880, 2.503712], [-0.992823, 2.897350, 2.171194], [3.353853, 0.138585, -0.744626], [4.268707, 0.859699, -0.256763], [5.148234, 1.470815, 0.162186], [-2.844031, -1.421000, -4.140834], [-2.267990, -2.583464, -5.324827], [-1.454899, -1.016913, -5.189799], [-1.751479, -1.826881, -1.861127], [-0.977247, -0.533845, -2.769418], [0.219091, -2.987969, -1.490746], [1.197106, -2.000825, -2.527122], [-0.331212, -0.993690, -0.075064], [1.282806, -1.643566, 0.060019], [1.582175, 2.321275, 1.523573], [2.381565, 0.794305, 1.653180], [1.319106, -1.202243, 2.356899], [-0.465742, -2.246458, 3.670851], [-2.499621, -0.967202, 4.240656], [-2.680882, 1.398771, 3.510084], [-0.978234, 3.521006, 3.060167], [-0.220916, 3.234405, 1.493917], [-1.924150, 3.015449, 1.629363]], "forces_ev_per_a": [[0.1, -0.2, 0.0], [-0.1, 0.0, 0.0], [-0.1, -0.1, 0.1], [-0.1, -0.4, 0.2], [0.1, -0.3, -0.4], [-0.8, 0.2, 0.3], [0.0, 0.0, 0.2], [0.1, -0.1, 0.0], [0.2, 0.0, -0.2], [-0.1, -0.1, 0.5], [-0.2, -0.3, 0.1], [-0.4, -0.1, 0.2], [-0.1, 0.2, 0.0], [0.2, 0.4, -0.2], [0.4, -0.2, -0.1], [0.0, 0.1, 0.2], [0.3, -0.6, -0.4], [-0.3, 0.0, 0.0], [-0.4, -0.7, -0.5], [0.9, 0.6, 0.6], [-0.1, 0.1, 0.1], [0.0, -0.1, -0.1], [-0.1, 0.2, 0.0], [-0.2, 0.1, 0.0], [0.1, 0.1, -0.2], [0.1, -0.2, 0.0], [0.1, 0.3, -0.1], [-0.1, 0.3, 0.2], [0.3, 0.2, 0.1], [0.0, 0.3, -0.4], [0.2, -0.1, -0.2], [0.2, 0.1, -0.1], [0.1, -0.1, 0.0], [-0.1, -0.1, 0.1], [-0.2, 0.0, 0.1], [-0.1, 0.0, 0.2], [0.1, 0.2, -0.1], [-0.3, 0.2, 0.1]], "lowdin_charge": [-0.123, -0.193, -0.319, -0.301, -0.357, 0.654, -0.021, 0.009, 0.281, -0.298, -0.270, -0.073, -0.097, -0.099, -0.057, -0.233, -0.064, -0.296, -0.619, 0.105, 0.085, 0.078, 0.082, 0.128, 0.029, 0.113, 0.069, 0.050, 0.057, 0.027, 0.066, 0.107, 0.093, 0.090, 0.105, 0.081, 0.042, 0.069], "charge": -1, "orbital_gap_ev": 7.520}

=====

No. 4
{"formula": "C4H16BKO4", "method": "ωB97M-V/def2-TZVPD", "symbols": ["K", "B", "H", "H", "H", "H", "C", "C", "O", "O", "H", "H", "H", "H", "H", "H", "C", "C", "O", "O", "H", "H", "H", "H", "H", "H"], "coordinates": [[-0.847863, 1.201767, 2.184731], [3.212817, 4.317977, 1.587221], [3.257997, 3.509837, 0.873691], [2.621057, 5.140337, 1.216031], [2.771947, 4.045547, 2.533621], [4.165007, 4.773057, 1.811881], [-3.558293, 1.135977, -3.280909], [-3.416123, 1.991557, -4.500679], [-3.373893, 3.411177, -4.332959], [-3.991253, 1.839507, -2.110589], [-2.513773, 0.922487, -3.053979], [-3.918333, 0.142757, -3.549209], [-4.254303, 1.735457, -5.148729], [-2.468863, 1.783417, -4.998149], [-2.940173, 3.663947, -3.514669], [-4.855463, 1.524017, -1.836349], [2.290787, -4.231113, 1.693011], [2.249657, -4.199923, 3.212961], [1.537227, -3.139013, 3.709081], [0.963937, -4.211613, 1.187031], [2.838727, -5.134953, 1.426691], [2.831977, -3.406923, 1.228321], [3.259197, -4.067683, 3.602111], [1.794887, -5.069743, 3.686991], [1.951167, -3.008553, 4.565371], [0.391937, -4.669293, 1.807481]], "forces_ev_per_a": [[0.5, 0.3, -0.1], [-0.1, 0.0, -0.2], [0.3, -3.4, -2.9], [-2.6, 3.2, -1.8], [-2.0, -1.6, 4.1], [4.0, 1.4, 0.8], [2.8, 0.3, 1.1], [-0.4, 1.2, -1.1], [-0.7, -0.3, 0.0], [-0.7, -0.8, -0.3], [0.2, -0.3, 0.5], [-1.0, 0.2, 0.5], [0.1, 0.6, -0.4], [-0.2, -0.8, -0.2], [0.0, -0.3, 0.2], [-0.2, 0.1, -0.1], [-0.5, -0.4, 0.7], [1.4, -0.5, -0.4], [-1.1, 2.1, 0.7], [0.1, 0.1, -0.4], [-0.1, -0.3, -0.2], [-0.1, 0.2, 0.3], [0.5, -0.7, -0.3], [0.3, -0.9, -0.6], [-0.5, 0.6, 0.2], [0.0, -0.1, 0.0]], "lowdin_charge": [0.947, -0.464, -0.124, -0.123, -0.136, -0.113, -0.249, -0.251, -0.059, -0.059, 0.104, 0.124, 0.114, 0.117, 0.081, 0.084, -0.228, -0.294, -0.062, -0.064, 0.114, 0.125, 0.124, 0.123, 0.092, 0.079], "charge": 0, "e_above_lowest_kcal_mol": 105.5, "orbital_gap_ev": 4.725}

=====

No. 5
{"formula": "C13H13NO4", "method": "ωB97M-V/def2-TZVPD", "symbols": ["C", "H", "H", "H", "O", "C", "O", "C", "C", "C", "O", "C", "O", "C", "C", "C", "C", "C", "C", "C", "N", "H", "H", "H", "H", "H", "H", "H", "H", "H", "H"], "coordinates": [[-5.802547, -0.432592, 1.044876], [-5.781313, -1.495640, 0.797916], [-6.041982, -0.288628, 2.095034], [-6.540523, 0.061016, 0.409765], [-4.517883, 0.143879, 0.847521], [-4.047060, 0.124890, -0.401671], [-4.648851, -0.324070, -1.338439], [-2.665293, 0.748697, -0.476856], [-1.674474, -0.057940, 0.367754], [-0.289591, 0.537885, 0.453831], [0.333608, 0.603315, 1.479595], [0.299489, 1.032734, -0.867262], [1.626552, 1.477565, -0.739104], [2.611720, 0.648982, -0.316069], [3.820690, 1.288711, -0.028659], [4.928377, 0.578442, 0.376615], [4.865716, -0.803741, 0.508968], [3.687469, -1.455514, 0.229195], [2.550933, -0.747722, -0.188496], [1.403600, -1.524258, -0.443199], [0.505744, -2.214854, -0.637001], [3.613022, -2.528794, 0.326138], [5.730669, -1.362376, 0.830353], [5.846801, 1.101409, 0.595685], [3.851199, 2.361711, -0.132317], [-0.255128, 1.919699, -1.189040], [0.199315, 0.258495, -1.637702], [-1.554624, -1.058596, -0.059869], [-2.055369, -0.166848, 1.384635], [-2.733542, 1.767666, -0.091008], [-2.372445, 0.771007, -1.525751]], "forces_ev_per_a": [[-0.3, -0.2, -0.1], [0.0, 0.1, 0.0], [0.0, 0.0, 0.0], [0.0, -0.1, 0.1], [0.3, 0.2, 0.3], [0.3, 0.2, -0.3], [-0.1, -0.1, -0.1], [-0.1, -0.2, 0.1], [-0.1, -0.1, 0.2], [-0.3, 0.0, -0.2], [0.1, 0.1, 0.1], [0.0, 0.0, 0.1], [0.2, 0.0, 0.1], [0.2, -0.1, 0.0], [-0.2, 0.0, -0.1], [-0.2, 0.0, 0.0], [0.0, -0.1, 0.0], [0.1, 0.1, 0.0], [0.7, 0.6, 0.1], [-0.6, -0.5, -0.2], [-0.1, -0.1, -0.1], [0.0, 0.0, 0.0], [0.1, -0.1, 0.0], [0.1, 0.1, 0.0], [0.0, 0.1, 0.0], [0.0, -0.2, 0.0], [-0.1, 0.2, 0.1], [0.0, 0.0, 0.0], [0.1, 0.0, -0.1], [0.0, 0.1, -0.1], [-0.1, 0.0, 0.0]], "lowdin_charge": [-0.042, 0.100, 0.093, 0.097, -0.041, -0.515, 0.123, -0.079, -0.102, -0.388, 0.136, -0.115, -0.004, -0.210, 0.011, -0.063, -0.080, -0.020, -0.148, -0.193, 0.200, 0.122, 0.104, 0.108, 0.123, 0.144, 0.139, 0.113, 0.130, 0.135, 0.123], "charge": 0, "e_above_lowest_kcal_mol": 48.7, "orbital_gap_ev": 9.479, "smiles": "COC(=O)CCC(=O)COc1ccccc1C#N"}

=====

No. 6
{"formula": "C2H2NOP", "method": "ωB97M-V/def2-TZVPD", "symbols": ["C", "C", "N", "O", "P", "H", "H"], "coordinates": [[-1.422663, 0.378586, 0.347425], [0.607184, -0.373354, -0.297725], [-1.518559, -0.193411, -0.794273], [-0.271509, -0.601899, -1.196149], [0.177846, 0.391784, 1.186639], [-2.461485, 0.761386, 0.620850], [2.386448, -0.120605, -0.588003]], "forces_ev_per_a": [[-2.4, 1.3, 0.7], [1.5, -1.7, 0.0], [-1.5, 0.7, -0.3], [1.1, -0.8, -0.5], [-0.9, 0.1, 0.1], [1.7, -0.4, 0.3], [0.4, 0.7, -0.3]], "lowdin_charge": [-0.455, -0.521, -0.005, -0.133, 0.947, 0.096, 0.072], "charge": 0, "e_above_lowest_kcal_mol": 89.5, "s_squared": 2.03, "multiplicity": 3, "orbital_gap_ev": [7.655, 6.674]}